Entry from the Open Molecules 2025 dataset: 4 unconnected molecules or ions with the total composition C34H51N3O2 at a distorted geometry (ωB97M-V/def2-TZVPD).

Last column: Löwdin charge in e.
Atoms and positions in Å:
C  4.572634  3.644426  1.545938  -0.230
H  -2.893132  3.158159  1.014587  0.110
C  -0.883306  3.777342  -1.378527  -0.180
C  -1.675408  0.351975  1.332886  -0.163
C  7.178218  2.371108  0.469298  -0.214
H  5.840450  -0.460297  1.883178  0.057
H  -9.573564  -3.255077  0.243782  0.109
C  6.781975  2.525435  1.958546  -0.206
H  2.517597  2.527890  0.336489  0.107
C  1.259894  -4.094847  -1.442832  -0.146
H  0.391823  0.055824  0.974389  0.135
H  8.328501  0.614486  1.021411  0.108
H  1.873618  3.514973  2.791156  0.108
C  6.582587  -0.080138  -0.173783  -0.254
C  -6.966370  -1.271687  0.721306  -0.098
H  -6.078850  -0.873728  1.187853  0.070
H  3.665991  4.991081  3.000350  0.105
H  5.716852  0.445224  -0.602663  0.101
C  -7.563653  -0.783341  -0.411922  -0.138
H  0.844205  2.402949  -1.485772  0.098
C  -6.392484  -5.315014  -1.985819  -0.140
N  -7.613361  -4.801098  -1.648942  0.010
C  -7.909303  -6.972288  -1.972187  -0.116
N  -8.658225  -1.562439  -0.680791  -0.004
C  1.581812  4.222126  -0.664516  -0.184
C  -2.178120  -1.745505  -0.497047  0.015
C  -3.227605  -1.068067  -0.108911  0.015
H  -0.988338  1.707593  -0.813896  0.089
H  -7.542312  -3.004145  2.018784  0.098
C  -0.916103  -1.696312  0.351958  -0.359
H  2.562278  4.309997  -1.152979  0.104
H  3.573560  5.621560  1.360759  0.110
C  3.511424  4.695546  1.949439  -0.200
H  8.354202  1.015129  -0.710616  0.099
H  -5.524176  -4.680470  -2.047653  0.102
C  -8.768854  -2.538912  0.275919  -0.171
C  -3.045634  -0.290565  1.187039  -0.326
C  6.176795  -1.002385  0.990709  -0.113
C  7.704767  0.935106  0.175014  -0.214
H  -9.570688  -5.602367  -1.384401  0.101
H  -4.161159  -1.035240  -0.665986  0.114
H  -7.306037  0.046779  -1.048707  0.105
O  -3.874496  -0.212062  2.028841  0.138
C  -0.625747  -0.327112  0.929916  0.051
H  5.852631  3.921383  3.291753  0.108
C  -7.731873  -2.386219  1.156669  -0.093
C  0.624094  3.470909  -1.647397  -0.200
C  2.958312  -4.487329  -2.847254  -0.149
H  2.471619  -3.287593  0.180637  0.087
H  5.325945  -1.622730  0.663581  0.060
C  2.084159  4.084476  1.873724  -0.212
H  -7.800408  -3.834002  -1.442188  0.102
C  2.410515  -3.704202  -0.811176  -0.111
H  6.971089  -0.726608  -0.975710  0.098
H  -1.020141  4.704301  -0.809187  0.101
H  6.099671  1.684795  2.161835  0.087
N  1.601327  -4.566503  -2.683081  0.001
H  3.425971  -4.815902  -3.760410  0.102
C  3.489018  -3.952694  -1.703033  -0.115
H  6.979946  -1.699765  1.261743  0.074
H  1.133294  5.186196  -0.399758  0.106
H  -2.578893  2.452884  -1.079234  0.104
H  -9.283042  -1.437080  -1.457426  0.146
H  -1.339597  3.845694  -2.375260  0.099
H  -2.213330  -2.304668  -1.432129  0.123
H  -8.374339  -7.941524  -2.049433  0.088
O  -0.250462  -2.647021  0.563624  0.116
H  0.955369  -4.916874  -3.366808  0.141
H  7.941092  3.122085  0.212472  0.108
C  -1.591521  2.599079  -0.615306  -0.191
H  4.613229  3.616754  0.449855  0.101
H  0.829142  2.783944  0.744124  0.072
H  1.375546  4.932789  1.892965  0.106
H  -1.265061  3.802420  1.155779  0.100
H  4.534931  -3.762005  -1.523742  0.084
H  4.182337  2.664590  1.873538  0.113
H  7.648730  2.443316  2.625312  0.111
C  -1.832916  2.897279  0.896037  -0.170
H  -0.467315  1.885269  2.285181  0.105
C  -8.542017  -5.804493  -1.633421  -0.147
C  -1.476643  1.744988  1.883112  -0.132
C  1.785037  3.307694  0.580479  -0.218
H  6.327994  2.540986  -0.203146  0.091
C  5.956153  3.828713  2.202904  -0.194
H  6.446855  4.695009  1.736951  0.114
H  -5.760154  -7.346624  -2.477120  0.088
H  -2.164362  1.847295  2.740367  0.120
H  0.235360  -4.078611  -1.120446  0.088
H  0.893404  3.659256  -2.695909  0.101
C  -6.542948  -6.661242  -2.195707  -0.116

Force components x, y, z for each atom (eV/Å):
-0.473 0.439 0.684
0.251 -0.059 0.059
0.279 -1.430 -0.273
0.111 1.230 0.271
0.534 -0.581 0.487
0.220 -0.067 -0.173
0.008 0.021 0.050
-0.846 0.503 -0.970
-0.060 0.204 0.169
-0.029 -0.084 -0.233
-0.100 -0.290 0.169
-0.157 -0.177 -0.240
0.210 -0.184 -0.365
0.737 -0.287 0.385
0.061 0.087 -0.062
-0.047 -0.015 0.041
0.093 -0.006 -0.301
0.143 -0.088 0.245
0.043 -0.033 -0.051
-0.304 0.182 -0.234
-0.025 0.064 -0.039
0.070 -0.083 -0.129
-0.081 -0.026 0.022
0.015 -0.028 -0.049
0.002 -1.495 -0.325
0.857 -0.511 -0.629
-0.474 0.993 0.859
-0.293 0.004 0.304
0.002 0.010 -0.024
-1.036 2.094 -0.560
-0.251 0.586 0.133
0.072 -0.308 -0.041
-0.192 -0.540 0.430
-0.005 -0.101 0.320
-0.007 -0.031 0.008
-0.140 0.028 0.044
1.252 0.116 -1.701
-0.633 -0.141 -0.426
-0.223 0.783 -0.624
0.013 -0.039 -0.012
0.003 -0.077 0.371
-0.004 -0.005 0.031
-1.450 0.358 1.269
0.101 -1.410 -0.811
-0.098 0.474 -0.277
-0.042 -0.027 -0.019
0.435 0.504 0.591
-0.005 -0.001 -0.096
-0.043 -0.021 -0.018
0.223 0.104 0.175
0.200 0.851 -0.360
0.083 -0.095 0.118
0.000 0.037 0.021
-0.224 0.122 0.151
0.052 -0.019 -0.393
0.298 0.173 0.328
0.115 0.006 0.071
0.014 0.021 0.028
0.019 -0.025 -0.042
-0.064 0.332 0.012
0.426 -0.033 -0.026
0.294 -0.220 0.082
-0.008 0.040 0.078
-0.156 0.351 0.389
0.325 -0.238 0.373
0.010 0.021 0.011
1.247 -1.784 0.328
0.041 -0.006 0.048
-0.123 -0.186 0.073
-0.114 0.993 -0.236
0.256 -0.069 0.233
0.276 0.048 -0.038
0.069 -0.313 0.112
-0.091 -0.330 0.197
-0.019 -0.015 -0.007
0.145 0.199 -0.135
-0.078 0.054 -0.246
0.079 -0.334 -0.563
-0.099 -0.314 -0.281
-0.018 0.091 -0.016
-1.249 0.349 0.684
-0.901 0.512 0.248
0.089 0.120 0.279
0.033 -1.176 -0.670
0.087 -0.073 0.498
-0.015 0.013 0.019
0.317 0.027 -0.108
0.044 -0.027 0.049
-0.163 0.239 0.270
0.083 0.017 -0.014

Values from the calculation:
- Orbital gap: 7.49 eV
- SMILES: CCCCCCCCCCCCCCCCC1=CC(=O)C=CC1=O.c1cc[nH]c1.c1cc[nH]c1.c1cc[nH]c1
- HOMO level: -0.296 Eh
- E_tot: -1640.7803 hartree